# 1
Molecular formula: C31H47AlNO3PSi3
Method: DFT, ωB97M-V/def2-TZVPD

Summary:
- LUMO: 0.35 eV
- Frontier orbital gap: 0.2858 hartree
- Charge: 0

The geometry in XYZ format:
```
87
Properties=species:S:1:pos:R:3:mulliken_charge:R:1
Al 0.48 -0.54 0.48 -3.879
C -1.47 2.57 -1.27 -1.009
O -1.17 1.28 -0.82 0.553
Si -2.36 0.14 -0.45 0.172
C -3.36 0.88 0.95 -1.345
C -3.50 0.03 -1.93 -1.461
C -1.27 -1.29 -0.04 2.670
Si -1.89 -2.27 1.47 1.488
C -3.72 -2.66 1.26 -1.208
C -1.17 -3.98 1.73 -1.314
C -1.67 -1.26 3.05 -0.902
Si -0.85 -2.37 -1.53 0.952
C 0.66 -3.45 -1.19 -1.021
C -2.28 -3.48 -2.03 -1.171
C -0.34 -1.30 -3.00 -0.860
H -2.30 3.01 -0.70 0.394
H -1.73 2.57 -2.33 0.187
H -0.59 3.20 -1.12 0.214
H -3.77 1.84 0.62 0.533
H -2.75 1.08 1.83 0.236
H -4.20 0.26 1.25 0.428
H -4.14 0.91 -1.95 0.432
H -4.16 -0.84 -1.90 0.346
H -2.95 -0.01 -2.87 0.350
H -3.88 -3.31 0.40 0.281
H -4.38 -1.80 1.16 0.307
H -4.05 -3.22 2.14 0.379
H -1.43 -4.66 0.93 0.279
H -1.62 -4.37 2.65 0.416
H -0.09 -3.97 1.87 0.223
H -2.63 -1.03 3.52 0.397
H -1.16 -0.30 2.90 -0.117
H -1.06 -1.81 3.76 0.314
H 0.60 -3.99 -0.25 0.190
H 1.57 -2.84 -1.17 0.184
H 0.76 -4.17 -2.00 0.587
H -2.28 -4.40 -1.45 0.321
H -2.19 -3.75 -3.08 0.406
H -3.25 -3.00 -1.89 0.253
H 0.05 -0.33 -2.69 -0.161
H -1.16 -1.12 -3.69 0.344
H 0.45 -1.81 -3.56 0.467
C 1.65 2.73 -2.41 -0.891
C 2.01 3.89 -1.52 1.213
C 2.40 5.09 -2.10 -0.835
C 2.79 6.17 -1.33 -0.823
C 2.81 6.07 0.05 -0.768
C 2.42 4.88 0.65 -1.466
C 2.01 3.79 -0.12 0.837
P 1.48 2.22 0.62 1.771
C 1.23 2.57 2.40 0.343
C 0.17 3.47 2.56 -0.900
C -0.32 3.82 3.80 -0.866
C 0.23 3.23 4.93 -0.779
C 1.25 2.31 4.78 -0.938
C 1.77 1.95 3.53 0.526
C 2.85 0.92 3.49 -1.104
C 2.87 1.09 0.24 0.665
C 4.08 1.44 -0.51 -0.694
C 4.76 0.45 -1.37 -1.064
C 4.84 -0.87 -1.17 -0.515
C 4.19 -1.65 -0.12 -0.942
C 3.02 -1.33 0.44 0.624
C 2.33 -2.16 1.52 -1.219
H 1.19 3.08 -3.33 0.532
H 0.97 2.02 -1.92 -0.494
H 2.54 2.16 -2.68 0.288
H 2.39 5.18 -3.18 0.490
H 3.09 7.10 -1.81 0.382
H 3.12 6.90 0.66 0.444
H 2.43 4.80 1.73 0.522
H -0.28 3.92 1.67 0.424
H -1.13 4.53 3.88 0.447
H -0.14 3.47 5.91 0.399
H 1.67 1.83 5.66 0.390
H 3.06 0.55 4.49 0.511
H 3.77 1.31 3.06 0.329
H 2.55 0.06 2.88 -0.072
H 4.26 2.48 -0.75 0.799
H 5.31 0.87 -2.21 0.452
H 5.47 -1.43 -1.85 0.416
H 4.68 -2.57 0.19 0.477
H 2.87 -2.03 2.47 0.478
H 2.38 -3.22 1.26 0.378
O 4.11 1.19 0.91 -0.606
N 2.26 -0.20 0.11 1.231
O 1.00 -1.76 1.65 -0.246
```

# 2
Molecular formula: C26H50ClF5P2PbSi2
Method: DFT, ωB97M-V/def2-TZVPD

Summary:
- LUMO (spin up / spin down): -2.25 / -0.46 eV
- Frontier orbital gap (spin up / spin down): 0.1892 / 0.2532 hartree
- Charge: 0

The geometry in XYZ format:
```
87
Properties=species:S:1:pos:R:3:mulliken_charge:R:1
Pb -0.03 0.17 1.30 1.456
C 1.82 -0.17 -1.60 -0.649
C 1.13 -1.37 -1.91 0.584
C -0.01 -0.99 -2.68 -0.659
Si 1.76 -3.07 -1.43 -0.238
C 0.00 0.42 -2.83 -0.545
C 1.14 0.95 -2.14 0.412
Si 1.72 2.72 -1.97 -0.243
H 2.75 -0.11 -1.05 0.549
H -0.75 -1.67 -3.08 0.434
H -0.73 1.01 -3.38 0.397
Cl -1.65 0.23 3.14 -0.693
C 3.59 2.79 -1.84 -1.136
C 1.04 3.68 -3.41 -1.004
C 3.62 -3.03 -1.23 -1.182
C 1.15 -4.26 -2.72 -0.986
H 1.59 3.38 -4.31 0.396
H 1.20 4.76 -3.26 0.343
H -0.03 3.51 -3.60 0.318
H 3.92 2.39 -0.87 0.265
H 3.90 3.84 -1.90 0.383
H 4.05 2.22 -2.65 0.347
H 1.56 -3.97 -3.69 0.377
H 0.06 -4.29 -2.81 0.312
H 1.50 -5.28 -2.48 0.331
H 4.10 -2.55 -2.09 0.341
H 3.99 -4.06 -1.14 0.388
H 3.89 -2.48 -0.31 0.296
C 1.10 3.42 -0.33 -0.910
C 1.10 -3.53 0.29 -1.025
P -0.63 3.05 0.17 0.606
H 1.26 4.51 -0.36 0.597
H 1.76 3.03 0.47 0.258
P -0.60 -3.02 0.71 0.559
H 1.77 -3.06 1.03 0.322
H 1.21 -4.62 0.39 0.741
C -0.94 -3.99 2.28 0.670
C -1.65 -4.03 -0.50 1.155
C -1.64 3.84 -1.20 1.100
C -0.98 4.27 1.56 0.682
C -1.14 3.55 2.89 -1.481
H -1.95 4.69 1.27 0.284
C 0.03 5.41 1.70 -1.660
H 1.03 5.02 1.94 0.262
H -0.28 6.04 2.53 0.493
H 0.11 6.04 0.81 0.289
H -1.90 2.76 2.83 0.259
H -1.46 4.27 3.66 0.494
H -0.19 3.10 3.22 0.199
H -1.29 3.33 -2.10 -0.622
C -1.45 5.36 -1.34 -1.554
C -3.12 3.52 -0.98 -1.254
H -0.43 5.66 -1.59 0.267
H -1.78 5.89 -0.44 0.263
H -2.10 5.69 -2.16 0.494
H -3.35 2.47 -1.21 0.221
H -3.71 4.16 -1.64 0.445
H -3.44 3.72 0.05 0.240
H -1.28 -3.72 -1.48 -0.626
C -3.12 -3.61 -0.36 -1.279
C -1.55 -5.55 -0.35 -1.720
H -0.54 -5.94 -0.52 0.287
H -2.21 -6.00 -1.10 0.511
H -1.90 -5.88 0.63 0.325
H -3.30 -2.61 -0.77 0.203
H -3.45 -3.61 0.69 0.258
H -3.74 -4.33 -0.90 0.437
C -0.87 -3.06 3.48 -1.364
C -0.08 -5.23 2.53 -1.767
H -1.99 -4.31 2.15 0.299
H 0.98 -4.95 2.64 0.324
H -0.16 -5.99 1.75 0.308
H -0.40 -5.69 3.47 0.481
H 0.12 -2.61 3.60 0.208
H -1.10 -3.61 4.41 0.484
H -1.60 -2.24 3.39 0.221
C -3.50 -0.08 -0.54 -0.820
H -2.82 -0.13 -1.41 0.369
H -3.37 -0.91 0.17 0.180
H -3.42 0.88 0.00 0.213
F 3.00 0.56 1.19 -0.300
C 2.16 0.05 2.18 0.091
F 2.60 -1.24 2.40 -0.273
C 2.41 0.89 3.41 0.667
F 1.65 0.53 4.47 -0.229
F 3.71 0.82 3.78 -0.272
F 2.13 2.21 3.14 -0.205
```

Listing total energy for the structures above in their given order: -2942.36167 -3434.70739 Eh.